[1]
A cluster of 2 separate species, C5H14 in total, computed with wB97M-V/def2-TZVPD.

The geometry in XYZ format:
```
19
Properties=species:S:1:pos:R:3:forces:R:3
C -1.54417 -0.48564 -1.53721 -0.8083 1.3948 -0.5852
C -2.12899 -1.00027 -0.23430 -1.1311 -4.3580 0.9333
C -2.34676 -0.15052 1.04808 -0.1314 -3.4233 0.9663
H -0.46792 -0.40659 -1.52180 0.3494 0.0852 0.1520
H -1.94432 0.46566 -1.95455 0.1794 -0.0364 0.9842
H -1.81168 -1.09898 -2.38091 0.0732 -0.9923 -0.0416
H -3.17060 -1.52430 -0.36617 1.6577 1.2086 -0.4220
H -1.50348 -2.02919 -0.02587 -1.1502 2.5842 0.0149
H -2.84946 -0.79988 1.90318 0.9625 0.8650 -1.8831
H -1.41716 0.12329 1.50349 0.3907 1.0432 0.0384
H -3.09119 0.56346 0.84958 -0.3741 1.6330 -0.1534
C 2.93451 0.44925 1.06793 -2.8045 5.6129 -0.2026
C 2.87146 1.12374 -0.34952 0.6049 2.2821 1.0935
H 3.50747 -0.32274 0.90798 2.6219 -4.6899 -0.0087
H 3.49528 1.18158 1.73031 -1.0685 -1.1429 -0.3331
H 1.88482 0.25618 1.35636 0.9126 -0.2049 0.5368
H 1.87487 1.15832 -0.81666 0.3752 -0.1078 0.2838
H 3.55690 0.56851 -0.99117 -0.0175 0.5454 -0.2849
H 3.22012 2.24521 -0.16368 -0.6419 -2.2989 -1.0885
```
Forces are in eV/Å.

Calculated values
Maximum force   6.278 eV/Å
Multiplicity   1
Energy relative to the best compared isomer or geometry (same formula, charge and spin)   41.1 kcal/mol
Frontier orbital gap   12.0 eV
Structure (SMILES)   CCC.CC

=====

[2]
A cluster of 2 separate species, C8H18N2 in total, computed with wB97M-V/def2-TZVPD.

The geometry in XYZ format:
```
28
Properties=species:S:1:pos:R:3:forces:R:3
C 1.39280 -1.03736 0.73553 -0.5145 1.4825 1.8307
N 0.31003 -0.36977 1.04119 1.4546 -0.4012 0.1974
C 0.25930 1.06706 0.73285 0.1177 0.3624 -0.0394
C 0.92410 1.74397 1.94651 -0.0793 0.0017 -0.1497
C 0.97134 1.49438 -0.56185 -0.0506 -0.0959 0.2676
C -1.20117 1.53010 0.67066 0.1925 -0.1281 0.0555
H 2.31325 -0.54287 0.42220 -0.1461 -0.0418 -0.4920
H 1.54916 -1.96426 1.28213 -0.1548 -0.3004 -0.3027
H 0.88801 2.82944 1.84577 -0.0014 0.0332 -0.0253
H 0.40138 1.46223 2.85972 -0.0054 -0.0199 0.0377
H 1.96515 1.43528 2.03888 0.0302 -0.0068 -0.0157
H 0.80164 2.55695 -0.74243 -0.0321 -0.0104 -0.0026
H 2.04847 1.34627 -0.50336 0.0551 -0.0227 -0.0338
H 0.58423 0.93216 -1.41037 -0.0181 -0.0259 -0.0742
H -1.76569 1.10360 1.49810 -0.0194 -0.0111 0.0387
H -1.66646 1.23211 -0.26608 -0.0424 -0.0474 -0.0461
H -1.25112 2.61702 0.73706 0.0162 0.0396 -0.0087
C -1.37177 -1.60018 0.16955 -0.5742 -0.8755 -1.4684
C -1.00384 -1.60993 -1.14658 -0.5162 0.4980 1.1532
C 0.24655 -2.23898 -1.52186 1.4091 0.2945 1.4060
N -1.65869 -0.82046 -2.09538 -0.0898 0.0105 -0.2745
H -1.00564 -2.36507 0.83164 0.1759 0.0445 0.0837
H -2.25500 -1.07900 0.49898 -0.0884 0.1512 0.0475
H 0.54612 -2.09762 -2.55857 0.1246 0.0161 0.0737
H 1.07318 -1.72913 -0.69649 -1.2401 -0.8344 -2.1165
H 0.31910 -3.28126 -1.22470 -0.0605 -0.1249 -0.1373
H -1.09686 -0.46457 -2.85301 -0.0160 0.0403 0.0703
H -2.31757 -0.15010 -1.73011 0.0735 -0.0279 -0.0751
```
Forces are in eV/Å.

Calculated values
Maximum force   2.591 eV/Å
Multiplicity   1
Energy relative to the best compared isomer or geometry (same formula, charge and spin)   65.8 kcal/mol
Frontier orbital gap   8.1 eV
Structure (SMILES)   C=NC(C)(C)C.C=C(C)N

=====

[3]
A structure of composition C10H30N6NaO12S2, computed with wB97M-V/def2-TZVPD.

The geometry in XYZ format:
```
61
Properties=species:S:1:pos:R:3:forces:R:3
Na 1.05507 0.56231 1.02472 -0.0772 1.2544 0.1178
S -0.39410 4.08852 -1.61960 0.6839 0.7828 -0.0627
O -0.55706 4.35852 -3.02938 -0.0805 0.0271 -2.9698
O -1.56445 3.40856 -1.13079 -2.7365 -1.7474 1.4551
O 0.77922 3.24596 -1.37013 2.4231 -2.5787 0.2473
O -0.14755 5.32989 -0.93918 0.0239 2.5094 1.5618
S 1.40530 2.94540 5.42534 0.8924 0.0533 -0.0391
O 1.65442 4.34704 5.52136 0.0879 4.0033 0.5080
O 0.42453 2.56183 6.44412 -1.6167 -1.0089 0.5000
O 1.00034 2.67620 4.04185 -2.0800 -1.3083 -2.1927
O 2.66957 2.27346 5.62249 2.2473 -2.2522 0.8928
C 2.89934 -3.15290 -3.06498 -1.1639 0.3148 0.0098
C 1.55248 -2.58773 -3.57786 0.7900 0.2836 -0.3237
C 0.41690 -3.59015 -3.83024 -0.2295 0.1342 0.3925
O 0.56613 -4.40325 -5.00850 0.0932 0.2155 1.1597
C 1.62505 -5.33443 -4.98060 -0.5701 -0.3027 -0.4910
N 1.08199 -1.55313 -2.63238 -0.7617 -0.7547 -1.0549
H 3.66930 -2.38179 -3.09061 -0.0030 0.0078 -0.2796
H 3.20744 -4.03600 -3.62472 0.1780 0.1437 0.4303
H 2.71222 -3.32716 -2.00540 0.2740 -0.6154 0.0911
H 1.68967 -2.16403 -4.57273 0.4541 0.3127 -0.2399
H -0.56289 -3.13223 -3.96598 0.2987 0.7348 -0.3361
H 0.22345 -4.08139 -2.87664 0.3808 -1.1887 0.0114
H 2.53529 -4.90982 -5.40398 0.1976 -0.0164 0.1863
H 1.31121 -6.15520 -5.62554 0.0638 -0.0903 -0.1504
H 1.78738 -5.76876 -3.99414 0.1485 0.1977 0.1830
H 0.52679 -1.01525 -3.28240 -0.6070 0.8678 0.7330
H 1.79074 -0.92000 -2.29045 0.4350 -0.1066 -0.2442
C -4.14640 -2.53511 -0.39334 -1.1925 0.0092 -1.0370
C -4.08998 -0.99362 -0.17261 2.9917 -2.3312 -1.0767
C -3.72213 -0.77032 1.27630 -0.7782 -0.1584 0.8759
O -2.33381 -0.92196 1.55272 0.5257 0.7571 0.2499
C -1.96911 -1.10451 2.95776 -2.1624 0.1305 -0.6934
N -3.06397 -0.44285 -1.16989 -1.1821 0.1428 1.2328
H -4.33532 -2.78009 -1.43852 0.1891 0.3419 -0.4009
H -5.07858 -2.88040 0.05377 0.1012 -0.2844 0.5748
H -3.32640 -3.20060 -0.12346 0.2742 0.5934 0.5401
H -5.12331 -0.67889 -0.31852 0.3298 0.6667 -0.3753
H -4.27102 -1.50305 1.86786 -0.0630 -0.5894 0.1819
H -4.28500 0.12444 1.54218 1.2648 1.0478 0.6051
H -0.89589 -1.12671 3.14699 -0.1625 -0.0801 -0.4977
H -2.50419 -2.00734 3.25218 0.5338 -0.5847 0.2790
H -2.43035 -0.35226 3.59767 0.3096 0.5410 -0.1971
H -2.16863 -0.87444 -0.99048 -0.0016 -1.3948 -0.0326
H -2.72235 0.43586 -0.80758 -0.7713 1.4102 -0.2689
C 5.30402 1.28875 0.08068 -0.3390 -0.7327 0.8835
O 4.62667 0.42239 0.48873 -3.8258 -4.2921 1.4261
N 4.93220 2.47650 -0.18183 -3.1610 5.6056 -1.3021
N 6.55155 1.14979 -0.13816 7.1063 -0.1820 -1.3879
H 3.94210 2.64481 -0.28889 -0.0478 0.4019 0.2674
H 5.54512 3.27923 -0.17487 -0.4107 -0.2748 -0.0905
H 7.14536 0.35787 0.06274 -0.6284 0.2500 0.2002
H 6.96361 2.02093 -0.44053 0.8137 -0.7812 -0.0845
C -3.20352 4.06025 3.68138 -1.3302 1.9172 -1.5849
O -4.17664 4.76469 3.45609 -1.7791 0.3862 -0.6970
N -2.33396 3.62181 2.83784 2.5434 -1.3934 -3.8777
N -2.89084 3.68736 4.86717 0.2702 -1.1574 6.2255
H -2.41444 3.69483 1.83371 0.0140 0.5400 0.0775
H -1.43521 3.32188 3.18769 0.2394 -0.1891 -0.1599
H -1.93245 3.52333 5.14044 0.1724 -0.3094 0.1349
H -3.51500 4.01308 5.59134 0.4104 0.1208 -0.0859
```
Forces are in eV/Å.

Calculated values
Maximum force   7.243 eV/Å
Multiplicity   1
Frontier orbital gap   2.8 eV
Charge   -3

=====

- frontier orbital gap of number 1 (C5H14)?
  12.0 eV